(1)
DFT (ωB97M-V/def2-TZVPD) results for C8H19FeNO16S3 as an isolated structure at a distorted geometry.

Structure (XYZ):
```
48
Properties=species:S:1:pos:R:3
H -3.42574 0.73719 5.84770
H 1.09107 0.02261 -3.19143
S 0.67786 -1.22281 2.34444
H 3.26336 -2.81071 -2.85450
O 1.46658 -0.31532 3.18582
O -3.64991 0.84076 0.13845
C 2.29263 1.85524 -1.42286
C -3.24893 0.78972 3.60804
H -0.50912 -0.16118 -2.63329
N 0.70936 0.03749 -1.07822
H 4.69373 1.95019 -1.86019
O -2.80284 1.77635 -1.96739
C -3.74291 1.29421 4.96576
C 4.55889 1.66735 -0.80686
S -2.95176 1.95826 -0.53530
S -2.39913 -2.25750 -0.16792
O -3.51731 3.25938 -0.26131
H 3.14203 -1.27805 -2.04357
C 0.65393 -2.05807 -2.48666
O -1.77496 -0.93082 -0.41800
O -2.37585 1.41283 2.94212
C 0.87383 1.56048 -1.01942
O -1.42533 -3.33369 -0.25029
H 4.67603 2.52526 -0.14164
O 1.34325 -1.61843 1.08040
O 1.59773 -2.60972 -1.62750
H 5.33059 0.92764 -0.59853
O -3.63708 -2.47072 -0.93396
H -3.54466 2.34621 5.15957
H 3.63414 -2.81306 -1.22877
H 0.98290 -2.33325 -3.50219
H 2.46130 2.92457 -1.25079
H -0.31099 -2.53153 -2.31494
Fe -2.27663 0.02083 1.28094
O -1.70637 1.70491 0.21575
O -0.58438 -0.47121 1.97790
H 0.07159 1.90336 -1.67152
H 0.65139 1.82687 0.01177
O 3.28734 1.06202 -0.78750
O 0.37170 -2.46419 3.03866
O -2.69173 -1.92004 1.24502
H -4.81714 1.10882 4.86545
H 1.45661 -0.43011 -0.53996
C 0.50654 -0.52364 -2.44868
C 2.92489 -2.34304 -1.90864
O -3.65634 -0.22411 3.03723
H -0.09260 -0.12919 -0.48672
H 2.42242 1.73787 -2.50643
```

Lowest unoccupied orbital energy (spin up / spin down): 5.79 / 5.79 eV
Net charge: -3
<S²>: 8.7564
HOMO-LUMO gap (spin up / spin down): 4.77 / 4.76 eV
Multiplicity: 6
Maximum force: 0.083 Eh/bohr



(2)
DFT (ωB97M-V/def2-TZVPD) results for one molecule with the formula C8H19NO at a distorted geometry.

Structure (XYZ):
```
29
Properties=species:S:1:pos:R:3
H 1.16676 2.79703 -0.50396
H 1.20574 1.00619 2.52797
C -0.46028 -0.88384 -0.09484
H -0.82650 -1.94381 -1.93468
H 0.65493 2.89140 1.19156
H 1.13898 -2.00316 0.85768
C 2.39862 0.34586 -0.37110
C -0.38292 0.51518 0.33757
H -2.59990 -1.47818 0.83359
H -3.80279 0.50282 -0.13947
H -0.29055 -0.28816 -2.18710
H -0.31352 -2.94104 0.54555
N -2.23873 -0.87180 0.10430
O 1.72250 0.49800 1.88629
H -3.78196 -0.83243 -1.30553
H -0.77731 0.70694 1.33560
H 3.39220 0.76375 -0.15704
H 2.16032 0.57348 -1.41188
C 0.04740 -1.95390 0.85369
C 1.36895 0.92243 0.57906
C -0.15284 -1.16764 -1.55270
C -3.13998 -0.13803 -0.73953
C 1.38739 2.44807 0.50918
H -0.26640 -1.76200 1.88274
H 2.37100 2.84082 0.79788
H -2.64850 0.48684 -1.49245
H -0.71962 1.22856 -0.41387
H 2.51842 -0.73203 -0.24843
H 0.86860 -1.53138 -1.69008
```

Lowest unoccupied orbital energy: 0.82 eV
Net charge: 0
HOMO-LUMO gap: 8.29 eV
ΔE to the lowest compared entry with this formula, charge and spin: 2.932 eV
Maximum force: 0.109 Eh/bohr



(3)
DFT (ωB97M-V/def2-TZVPD) results for a 2-piece molecular cluster, C8H19PS overall at a distorted geometry.

Structure (XYZ):
```
29
Properties=species:S:1:pos:R:3
H 1.24785 1.50757 -0.78611
C -0.50939 1.58920 0.40872
H -1.02787 -1.30055 -1.06404
H 1.05354 -1.18410 -2.26069
H -2.61609 -0.79309 -0.52663
H 1.26622 -3.17964 1.23022
P 2.07458 -1.26170 -0.03099
H -1.62333 -1.46577 1.59241
C -1.61214 -0.42689 -0.75670
S -2.11309 2.69969 0.43394
C -1.00589 0.21565 0.44465
C 0.27382 1.98913 -0.83210
H -0.21626 1.69400 -1.75485
C 2.07805 -1.23601 -1.88346
H -1.67658 0.24319 -1.61066
H 0.32578 -2.96621 -0.25944
H 2.55937 -2.13404 -2.27653
C -1.30415 -0.43872 1.74883
H -2.52273 2.33445 -0.77719
H -0.37313 1.96222 2.54078
H -2.11192 0.09265 2.26314
H 1.94113 -3.69063 -0.32768
C 1.32715 -2.94269 0.17179
H 0.59858 3.03685 1.54553
H 0.41420 3.06893 -0.84907
C 0.25110 2.01414 1.65467
H -0.44057 -0.43643 2.41007
H 2.62672 -0.35732 -2.22593
H 1.11503 1.36613 1.77736
```

Lowest unoccupied orbital energy (spin up / spin down): 0.43 / -0.42 eV
Net charge: 0
HOMO-LUMO gap (spin up / spin down): 8.19 / 6.59 eV
ΔE to the lowest compared entry with this formula, charge and spin: 1.471 eV
Maximum force: 0.021 Eh/bohr



(4)
DFT (ωB97M-V/def2-TZVPD) results for a 2-piece molecular cluster, C8H20BNO5P overall at a distorted geometry.

Structure (XYZ):
```
36
Properties=species:S:1:pos:R:3
O -3.96031 4.40307 -0.29655
H 2.08969 1.79715 1.57048
H -1.65648 -0.44534 -1.29106
H 3.23636 0.29515 1.13800
C -0.15387 1.21448 0.45577
H 1.84833 -2.81184 -1.94760
H -0.29012 1.15970 1.64006
H -3.99501 5.00822 0.50151
H -2.97329 -1.81106 2.09381
O 3.96365 -1.69232 1.08329
C 3.65848 -2.37844 0.12214
H 2.95754 1.78313 -0.10646
H 1.03604 -0.79295 0.38186
C 3.85180 -3.60161 -1.73675
H 1.26988 0.25582 -1.18491
N -3.28166 -1.38387 1.17002
H -4.01038 0.67499 1.03273
H 4.30621 -4.56358 -1.47710
C -2.97492 0.10165 1.14967
O 4.46036 -2.58504 -0.96320
P -1.81029 0.61746 -0.32268
C 1.15787 0.32826 0.00053
H -3.68896 1.88063 -1.49968
O -2.10988 3.64621 1.24741
H -4.31100 -1.55932 1.05117
B -2.87057 3.40906 0.00515
C 2.47866 1.08045 0.69901
H 3.99756 -3.41634 -2.80450
H -1.99411 2.55534 -2.04847
H -2.47177 0.51242 2.12335
C -2.61693 2.21198 -1.09312
H -2.01536 2.80329 1.80028
H 0.06881 2.36401 0.22540
O 2.47170 -3.04030 -0.00808
C 2.41405 -3.52340 -1.33708
H 1.91790 -4.49709 -1.37442
```

Lowest unoccupied orbital energy: -2.95 eV
Net charge: +1
HOMO-LUMO gap: 10.53 eV
ΔE to the lowest compared entry with this formula, charge and spin: 2.832 eV
Maximum force: 0.090 Eh/bohr



(5)
DFT (ωB97M-V/def2-TZVPD) results for a 4-piece molecular cluster, C8H20BrCl6OP overall at a distorted geometry.

Structure (XYZ):
```
37
Properties=species:S:1:pos:R:3
Cl -4.11059 -0.12859 2.87061
C 1.37565 2.16810 4.63302
H -3.40020 1.58315 4.30750
H 0.53206 1.47511 4.71384
H 1.07321 0.56121 1.88615
C 2.66899 1.53389 5.11864
C -5.44214 2.07283 3.82657
O 0.29421 -2.64847 -6.22528
H 1.14660 3.05368 5.23336
H -5.93575 1.40302 4.53797
Cl -0.00390 -2.37316 -0.10191
H -5.35418 3.05853 4.29301
H -0.04991 -0.02279 -0.33017
H 3.52941 2.18693 4.94089
H 1.25288 -1.60790 -7.92425
Br 2.34067 0.23267 -3.00302
H 2.60694 1.33880 6.19336
Cl 2.99007 -0.02969 4.32920
H 0.63142 -1.41426 -4.24817
C 0.57865 -0.72323 0.22898
H 1.12832 -1.16369 2.28754
P 2.07731 -1.51375 -4.46228
C 0.58673 -0.40379 1.71514
H 0.38934 -0.45409 -6.64367
H -0.63479 -1.53378 -7.90392
H 2.78875 -0.77071 -5.47477
H 2.83739 -2.42742 -3.64649
H 2.49536 -2.81378 -6.57970
Cl -1.05962 -0.27621 2.38522
H -3.61468 2.17133 2.64995
Cl 1.48600 2.70925 2.93869
C 0.32089 -1.50478 -7.19076
C -4.06476 1.55991 3.43862
Cl -6.51132 2.26451 2.41546
C 1.67273 -2.90969 -5.75039
H 1.59525 -0.66066 -0.17043
H 1.78301 -3.99249 -5.28853
```

Lowest unoccupied orbital energy: 0.42 eV
Net charge: 0
HOMO-LUMO gap: 9.42 eV
Maximum force: 0.054 Eh/bohr



(6)
DFT (ωB97M-V/def2-TZVPD) results for C8H20ClMgO4 as an isolated structure at a distorted geometry.

Structure (XYZ):
```
34
Properties=species:S:1:pos:R:3
C 1.62125 -1.96154 2.94749
H -0.32314 3.00455 1.00138
C 1.76313 -2.48531 0.61200
O -1.73628 2.75074 -0.48826
H 2.77451 -2.08153 0.56516
C -0.46518 -0.43830 1.78390
C -2.01626 4.08368 -0.93090
Mg -2.38555 0.30202 -3.61926
C -0.42806 2.59128 -0.00176
H 0.47771 -0.93294 -3.22001
H -1.44504 4.24463 -1.84517
H -1.66060 4.73226 -0.13031
O 0.51222 -0.99080 -1.13877
C 0.95009 -2.29572 -0.75284
H 1.92968 -2.99093 3.13010
H -0.92497 -1.67823 -2.52652
H -3.09921 4.17720 -1.01202
Cl -1.98612 0.65288 -2.00122
O -1.05392 0.46591 0.83344
H 1.60750 -2.62267 -1.55845
H 0.92510 -1.55721 3.68234
C -0.01137 1.11377 -0.01621
H 0.09152 -2.96173 -0.66694
H 1.03601 0.90872 0.20525
H 2.57077 -1.42652 2.96304
H -0.59404 0.07701 -2.44536
H -0.13115 0.64765 -0.99421
C -0.16504 -0.91944 -2.33978
O 1.04109 -1.82934 1.67743
H 0.17976 -1.14537 1.26216
H -1.26424 -1.03808 2.21964
H 0.27575 3.04335 -0.70061
H 1.86802 -3.52392 0.92563
H 0.06603 0.08392 2.57964
```

Lowest unoccupied orbital energy: -6.69 eV
Net charge: +1
HOMO-LUMO gap: 3.00 eV
ΔE to the lowest compared entry with this formula, charge and spin: 12.208 eV
Maximum force: 0.339 Eh/bohr